{
  "formula": "C19H43ClN10O5Si",
  "method": "ωB97M-V with the def2-TZVPD basis set",
  "species": ["C", "C", "C", "C", "Si", "C", "C", "C", "C", "C", "C", "C", "C", "C", "C", "Cl", "H", "H", "H", "H", "H", "H", "H", "H", "H", "H", "H", "H", "H", "H", "H", "H", "H", "H", "H", "H", "H", "H", "H", "N", "C", "N", "O", "H", "H", "H", "H", "N", "C", "N", "O", "H", "H", "H", "H", "N", "C", "N", "O", "H", "H", "H", "H", "N", "C", "N", "O", "H", "H", "H", "H", "N", "C", "N", "O", "H", "H", "H", "H"],
  "positions_angstrom": [[3.931, -1.813, 0.291], [2.459, -1.870, -0.175], [2.248, -1.095, -1.485], [0.917, -0.328, -1.584], [0.684, 1.067, -0.345], [-1.024, 1.841, -0.465], [-2.203, 0.943, -0.134], [-3.488, 1.383, -0.481], [-4.624, 0.642, -0.182], [-4.492, -0.579, 0.472], [-3.234, -1.045, 0.825], [-2.105, -0.280, 0.518], [2.057, 2.389, -0.449], [2.671, 2.817, 0.888], [3.282, 1.683, 1.702], [1.399, 3.619, 1.881], [4.488, -2.601, -0.216], [4.402, -0.877, -0.011], [4.039, -1.905, 1.370], [2.252, -2.927, -0.343], [1.795, -1.540, 0.622], [2.251, -1.823, -2.292], [3.083, -0.432, -1.712], [0.066, -1.004, -1.471], [0.847, 0.098, -2.590], [0.799, 0.474, 1.010], [-1.109, 2.757, 0.122], [-1.157, 2.164, -1.505], [-3.607, 2.329, -0.996], [-5.600, 1.032, -0.445], [-5.359, -1.171, 0.739], [-3.088, -1.982, 1.344], [-1.140, -0.659, 0.833], [2.838, 2.122, -1.163], [1.573, 3.286, -0.849], [3.455, 3.540, 0.672], [2.535, 1.149, 2.279], [3.977, 2.106, 2.428], [3.810, 1.009, 1.031], [5.355, -1.080, -5.257], [5.018, -1.753, -4.106], [6.011, -1.868, -3.184], [3.900, -2.210, -3.935], [6.262, -0.689, -5.425], [4.643, -0.980, -5.954], [5.811, -2.363, -2.336], [6.932, -1.500, -3.317], [-9.535, 2.950, -0.673], [-8.716, 1.991, -0.145], [-9.329, 1.155, 0.734], [-7.534, 1.901, -0.445], [-10.506, 3.027, -0.431], [-9.131, 3.593, -1.327], [-8.774, 0.433, 1.150], [-10.303, 1.246, 0.970], [8.322, -5.784, -1.019], [7.994, -4.875, -1.984], [8.658, -5.013, -3.171], [7.164, -4.001, -1.803], [8.999, -6.511, -1.148], [7.849, -5.707, -0.139], [8.429, -4.365, -3.901], [9.342, -5.723, -3.345], [-14.220, 2.825, 0.719], [-13.465, 1.841, 1.286], [-14.119, 1.023, 2.157], [-12.277, 1.700, 1.031], [-15.193, 2.957, 0.915], [-13.764, 3.442, 0.074], [-13.587, 0.290, 2.587], [-15.091, 1.117, 2.382], [6.439, 1.994, 4.206], [7.269, 1.027, 4.703], [6.709, 0.216, 5.654], [8.419, 0.896, 4.329], [5.489, 2.118, 4.500], [6.817, 2.605, 3.506], [7.290, -0.505, 6.039], [5.765, 0.306, 5.975]],
  "mulliken_charge": [-1.43, -0.21, -0.52, -1.02, -0.12, -0.87, 0.44, -0.64, -0.61, -0.42, -0.79, 0.00, -1.02, 0.12, -0.86, -0.22, 0.23, 0.35, 0.39, 0.48, 0.21, 0.48, 0.24, 0.49, 0.47, -0.18, 0.45, 0.46, 0.40, 0.58, 0.37, 0.39, 0.30, 0.50, 0.50, 0.47, 0.37, 0.29, -0.03, -0.42, 0.68, -0.24, -0.66, 0.15, 0.23, 0.15, 0.15, -0.33, 0.52, -0.29, -0.67, 0.16, 0.19, 0.15, 0.30, -0.42, 0.59, -0.37, -0.60, 0.16, 0.22, 0.21, 0.17, -0.37, 0.61, -0.42, -0.65, 0.17, 0.19, 0.21, 0.16, -0.36, 0.62, -0.38, -0.63, 0.17, 0.19, 0.21, 0.17],
  "total_energy_ha": -2423.43665,
  "smiles": "CCCC[Si@H](Cc1ccccc1)C[C@H](C)Cl.NC(N)=O.NC(N)=O.NC(N)=O.NC(N)=O.NC(N)=O",
  "gap_ev": 8.555
}

{
  "formula": "C29H60NO3",
  "method": "ωB97M-V with the def2-TZVPD basis set",
  "species": ["C", "C", "C", "C", "C", "C", "C", "C", "C", "C", "C", "C", "C", "N", "C", "C", "C", "C", "H", "H", "H", "H", "H", "H", "H", "H", "H", "H", "H", "H", "H", "H", "H", "H", "H", "H", "H", "H", "H", "H", "H", "H", "H", "H", "H", "H", "H", "H", "C", "C", "O", "C", "C", "H", "H", "H", "H", "H", "H", "H", "H", "H", "H", "C", "C", "O", "C", "C", "H", "H", "H", "H", "H", "H", "H", "H", "H", "H", "C", "C", "O", "C", "C", "H", "H", "H", "H", "H", "H", "H", "H", "H", "H"],
  "positions_angstrom": [[1.613, -6.113, 2.958], [2.344, -4.801, 2.777], [2.680, -4.457, 1.356], [1.630, -3.652, 0.591], [2.142, -2.277, 0.277], [2.227, -1.383, 1.488], [0.943, -1.252, 2.284], [0.103, -0.145, 1.652], [-1.432, -0.201, 1.734], [-2.087, -1.038, 2.816], [-2.623, -2.346, 2.244], [-2.589, -3.526, 3.162], [-3.530, -4.631, 2.696], [-3.671, -4.706, 1.252], [-2.774, -5.163, 0.376], [-3.284, -5.026, -0.833], [-4.521, -4.482, -0.709], [-4.747, -4.305, 0.569], [0.558, -5.957, 2.862], [1.752, -6.432, 3.988], [3.269, -4.898, 3.311], [1.819, -3.964, 3.243], [3.582, -3.855, 1.370], [2.895, -5.345, 0.815], [1.458, -4.155, -0.339], [0.680, -3.652, 1.082], [1.599, -1.824, -0.532], [3.136, -2.421, -0.095], [2.467, -0.388, 1.160], [3.056, -1.709, 2.079], [0.455, -2.193, 2.368], [1.209, -0.928, 3.267], [0.337, -0.127, 0.612], [0.415, 0.775, 2.104], [-1.833, -0.552, 0.805], [-1.771, 0.808, 1.851], [-1.461, -1.186, 3.672], [-2.948, -0.504, 3.159], [-3.611, -2.142, 1.883], [-2.007, -2.591, 1.411], [-2.862, -3.266, 4.164], [-1.602, -3.933, 3.137], [-3.130, -5.561, 3.018], [-4.501, -4.491, 3.109], [-1.848, -5.560, 0.693], [-2.786, -5.292, -1.727], [-5.181, -4.238, -1.500], [-5.598, -3.921, 1.056], [4.445, 2.338, 1.960], [3.414, 3.057, 1.108], [2.125, 3.110, 1.685], [2.019, 3.766, 2.930], [2.442, 5.226, 2.904], [4.116, 1.322, 2.176], [5.399, 2.294, 1.434], [4.615, 2.843, 2.913], [3.284, 2.520, 0.169], [3.761, 4.065, 0.849], [2.576, 3.219, 3.700], [0.966, 3.698, 3.200], [3.495, 5.344, 2.645], [2.288, 5.677, 3.884], [1.855, 5.779, 2.170], [-0.653, 3.179, -0.604], [-1.233, 3.771, -1.875], [-1.782, 2.813, -2.759], [-2.842, 2.025, -2.249], [-4.056, 2.825, -1.808], [0.115, 2.443, -0.836], [-0.208, 3.960, 0.012], [-1.415, 2.679, -0.004], [-0.443, 4.266, -2.442], [-1.975, 4.543, -1.636], [-2.486, 1.387, -1.432], [-3.123, 1.360, -3.064], [-3.824, 3.501, -0.984], [-4.844, 2.151, -1.473], [-4.437, 3.426, -2.634], [-0.146, 2.010, -5.622], [1.326, 2.222, -5.323], [2.077, 2.739, -6.410], [1.660, 3.994, -6.903], [1.702, 5.114, -5.876], [-0.270, 1.339, -6.473], [-0.642, 1.579, -4.755], [-0.655, 2.945, -5.858], [1.790, 1.267, -5.082], [1.446, 2.859, -4.439], [0.660, 3.920, -7.345], [2.346, 4.223, -7.718], [1.023, 4.931, -5.043], [1.414, 6.058, -6.340], [2.708, 5.219, -5.468]],
  "mulliken_charge": [-0.69, -0.88, -0.90, 0.01, -1.45, -0.42, -0.10, 0.10, -0.97, -1.33, -0.53, -0.50, -1.03, 0.29, -0.43, -0.65, -0.62, -0.48, -0.03, 0.07, 0.40, 0.04, 0.49, 0.36, 0.51, -0.17, 0.43, 0.59, -0.02, 0.72, -0.32, 0.35, 0.04, 0.05, 0.47, 0.35, 0.53, 0.55, 0.66, 0.29, 0.45, 0.09, 0.46, 0.35, 0.47, 0.49, 0.47, 0.40, -1.10, -0.46, -0.17, -0.46, -1.21, 0.23, 0.43, 0.30, 0.33, 0.42, 0.41, 0.35, 0.28, 0.39, 0.29, -0.62, -0.56, -0.33, -0.09, -1.17, 0.23, 0.34, 0.10, 0.30, 0.31, 0.11, 0.35, 0.27, 0.42, 0.32, -0.83, -0.37, -0.44, -0.35, -0.79, 0.35, 0.21, 0.25, 0.34, 0.27, 0.29, 0.35, 0.05, 0.39, 0.28],
  "total_energy_ha": -1421.26153,
  "total_charge": -1,
  "gap_ev": 3.062
}

{
  "formula": "C32H55IrN4OP2",
  "method": "ωB97M-V with the def2-TZVPD basis set",
  "species": ["C", "C", "C", "C", "C", "H", "H", "H", "N", "P", "P", "C", "H", "H", "C", "H", "C", "C", "C", "C", "C", "H", "H", "H", "C", "H", "H", "H", "C", "H", "H", "H", "C", "H", "H", "H", "C", "H", "H", "H", "C", "H", "H", "H", "C", "H", "H", "H", "C", "H", "H", "H", "C", "H", "H", "H", "C", "H", "H", "H", "C", "H", "H", "H", "C", "H", "H", "H", "Ir", "C", "O", "N", "C", "C", "C", "C", "C", "H", "H", "H", "H", "H", "H", "H", "H", "H", "N", "C", "C", "C", "N", "H", "H", "H", "H"],
  "positions_angstrom": [[-2.357, 1.540, -1.386], [-1.956, -0.832, -1.337], [-3.402, 1.412, -2.271], [-3.108, -1.008, -2.160], [-3.841, 0.111, -2.615], [-3.908, 2.309, -2.680], [-3.361, -2.045, -2.496], [-4.712, -0.058, -3.227], [-1.782, 0.447, -0.810], [-0.811, 2.978, 0.501], [0.056, -2.837, 0.071], [-1.742, 2.903, -1.069], [-1.001, 3.195, -1.837], [-2.544, 3.663, -1.110], [-0.975, -1.959, -1.222], [-1.383, -2.871, -1.730], [0.784, -4.372, -1.016], [-0.324, -3.464, 1.926], [0.781, 3.944, 0.172], [-2.106, 3.891, 1.503], [2.275, -4.034, -0.875], [2.644, -4.260, 0.133], [2.901, -4.580, -1.605], [2.423, -2.956, -1.064], [0.424, -5.795, -0.557], [0.711, -6.041, 0.482], [-0.653, -6.011, -0.678], [0.945, -6.537, -1.212], [0.408, -4.332, -2.525], [1.233, -4.818, -3.112], [-0.508, -4.908, -2.793], [0.292, -3.294, -2.864], [0.927, -4.176, 2.472], [1.710, -3.424, 2.663], [0.705, -4.657, 3.448], [1.374, -4.934, 1.819], [-0.619, -2.377, 2.971], [0.188, -1.629, 2.989], [-1.567, -1.848, 2.814], [-0.664, -2.841, 3.982], [-1.604, -4.279, 1.740], [-1.487, -5.117, 1.049], [-1.993, -4.679, 2.708], [-2.394, -3.608, 1.319], [-1.623, 3.969, 2.958], [-2.331, 4.600, 3.523], [-1.599, 2.977, 3.430], [-0.622, 4.425, 3.030], [-3.454, 3.133, 1.438], [-3.862, 3.100, 0.419], [-3.384, 2.115, 1.830], [-4.176, 3.684, 2.063], [-2.408, 5.323, 0.999], [-3.360, 5.644, 1.456], [-1.656, 6.055, 1.312], [-2.541, 5.400, -0.089], [1.259, 3.702, -1.283], [0.707, 4.325, -2.011], [2.338, 3.958, -1.389], [1.162, 2.637, -1.553], [1.895, 3.406, 1.096], [2.009, 2.322, 0.940], [2.859, 3.894, 0.849], [1.660, 3.591, 2.160], [0.687, 5.467, 0.404], [-0.062, 5.947, -0.240], [0.483, 5.709, 1.458], [1.664, 5.924, 0.158], [-0.319, 0.808, 0.746], [-1.396, 0.730, 2.207], [-1.993, 0.628, 3.217], [0.801, -0.362, -0.676], [0.579, -1.117, -1.679], [1.569, -0.902, -2.948], [1.590, -1.859, -4.126], [1.190, 0.493, -3.501], [2.989, -0.911, -2.337], [2.107, -2.824, -3.897], [0.582, -2.030, -4.549], [2.220, -1.361, -4.901], [1.554, 1.308, -2.843], [1.633, 0.626, -4.522], [0.093, 0.605, -3.592], [3.645, -0.189, -2.935], [2.946, -0.639, -1.226], [3.443, -1.953, -2.426], [2.364, -0.208, 1.789], [3.223, -0.262, 2.825], [2.621, 0.403, 3.895], [1.379, 0.852, 3.428], [1.229, 0.477, 2.119], [2.481, -0.653, 0.862], [4.200, -0.750, 2.738], [3.019, 0.540, 4.889], [0.631, 1.430, 3.980]],
  "mulliken_charge": [0.35, 0.08, -0.49, -1.01, -1.16, 0.58, 0.53, 0.49, 0.52, -0.01, 0.50, -1.57, 0.69, 0.62, -0.63, 0.99, 1.99, 1.65, 2.17, 1.51, -1.43, 0.35, 0.48, 0.20, -1.74, 0.29, 0.46, 0.43, -1.67, 0.53, 0.34, 0.16, -1.55, 0.28, 0.49, 0.28, -1.50, 0.15, 0.27, 0.62, -1.48, 0.28, 0.44, 0.37, -1.47, 0.54, 0.16, 0.28, -1.58, 0.29, 0.30, 0.63, -1.46, 0.51, 0.40, 0.27, -2.10, 0.36, 0.52, 0.27, -1.65, 0.37, 0.61, 0.28, -1.95, 0.40, 0.35, 0.50, 1.45, 0.35, -0.51, 0.32, -1.17, 1.96, -1.78, -1.24, -1.50, 0.30, 0.37, 0.53, 0.18, 0.53, 0.31, 0.43, 0.14, 0.32, 0.52, -0.50, -0.91, -0.54, 0.47, -0.09, 0.50, 0.53, 0.38],
  "total_energy_ha": -2332.37693,
  "multiplicity": 6,
  "s_squared": 8.776,
  "total_charge": 3,
  "gap_ev": [5.649, 5.342]
}